1.
Entry from the Open Molecules 2025 dataset: C7H21BrCrOP2 as an isolated structure at a distorted geometry (wB97M-V/def2-TZVPD).

Element x y z (Å)
Cr  0.022  -0.007  0.467
H  -1.584  -0.437  1.061
H  -1.594  0.387  1.061
P  -0.060  -2.146  -0.178
P  -0.061  2.148  -0.157
C  1.329  3.142  0.534
H  1.214  4.206  0.248
H  1.327  3.063  1.635
H  2.292  2.767  0.144
C  0.009  2.666  -1.906
H  -0.861  2.224  -2.410
H  -0.023  3.765  -1.986
H  0.935  2.281  -2.359
C  -1.458  3.136  0.480
H  -1.475  3.066  1.577
H  -1.342  4.189  0.177
H  -2.390  2.728  0.068
C  0.186  -2.646  -1.916
H  0.126  -3.740  -2.019
H  -0.607  -2.170  -2.508
H  1.167  -2.291  -2.263
C  1.230  -3.177  0.641
H  1.111  -3.113  1.736
H  1.129  -4.235  0.332
H  2.237  -2.819  0.364
C  -1.537  -3.107  0.290
H  -2.410  -2.669  -0.209
H  -1.417  -4.160  -0.014
H  -1.667  -3.050  1.380
C  1.667  -0.004  1.578
O  2.834  0.005  1.683
H  -0.585  0.007  -0.958
Br  0.255  -0.010  3.426

The calculation puts the highest occupied orbital energy (spin up / spin down) at -0.4709 / -0.4805 hartree. The HOMO-LUMO gap (spin up / spin down) comes out at 0.2856 / 0.3024 Ha. The total energy comes out at -126680.70545 eV. Its spin multiplicity is 4. The LUMO energy (spin up / spin down) is -0.1853 / -0.1782 hartree. As for the net charge: +1.

Partial charges, Mulliken, in e:
1 Cr -0.86
2 H 0.18
3 H 0.11
4 P 1.28
5 P 1.27
6 C -1.32
7 H 0.40
8 H 0.37
9 H 0.38
10 C -1.23
11 H 0.40
12 H 0.40
13 H 0.37
14 C -1.41
15 H 0.41
16 H 0.42
17 H 0.40
18 C -1.23
19 H 0.40
20 H 0.40
21 H 0.37
22 C -1.31
23 H 0.36
24 H 0.40
25 H 0.38
26 C -1.42
27 H 0.39
28 H 0.42
29 H 0.42
30 C 0.25
31 O -0.31
32 H 0.25
33 Br -0.33

***

2.
Entry from the Open Molecules 2025 dataset: a single C7H8N2O2 molecule at a distorted geometry (wB97M-V/def2-TZVPD).

Element x y z (Å)
C  -2.337  0.353  -0.360
C  -1.143  0.428  0.598
C  -1.513  0.838  2.017
C  0.172  0.117  0.239
C  0.589  -0.214  -1.118
C  1.852  -0.701  -1.325
O  2.166  -1.055  -2.600
C  2.748  -0.762  -0.178
O  3.877  -1.197  -0.337
N  2.328  -0.352  1.104
N  1.121  0.094  1.312
H  -3.013  -0.451  -0.034
H  -2.058  0.148  -1.403
H  -2.890  1.302  -0.340
H  -0.686  0.875  2.735
H  -2.251  0.124  2.363
H  -2.013  1.821  1.975
H  -0.085  -0.130  -1.987
H  3.137  -1.237  -2.663

The calculation puts the highest occupied orbital energy at -0.3204 hartree. The HOMO-LUMO gap comes out at 0.2699 Ha. The total energy comes out at -14461.63139 eV. The calculation puts the relative energy (zero: lowest compared OMol25 entry of this formula, charge and spin) at 2.828 eV. The LUMO energy is -0.0505 hartree. As for the net charge: 0.

Partial charges, Mulliken, in e:
1 C -1.18
2 C 0.83
3 C -1.17
4 C 0.38
5 C -0.48
6 C 0.55
7 O -0.58
8 C 0.41
9 O -0.56
10 N -0.56
11 N -0.08
12 H 0.33
13 H 0.26
14 H 0.33
15 H 0.32
16 H 0.32
17 H 0.32
18 H 0.22
19 H 0.34

***

3.
Entry from the Open Molecules 2025 dataset: C21H23BrCoN3O2 as an isolated structure (wB97M-V/def2-TZVPD).

Element x y z (Å)
Co  0.826  0.089  0.268
O  -1.799  3.006  -3.288
C  -1.371  1.903  -4.008
C  -1.847  1.613  -5.272
C  -1.371  0.483  -5.924
C  -0.437  -0.343  -5.316
C  0.033  -0.039  -4.048
C  -0.429  1.089  -3.384
C  0.119  1.468  -2.019
O  0.996  0.573  -1.511
N  -1.102  1.542  -1.107
N  -1.097  0.800  -0.059
C  -2.183  0.587  0.677
C  -2.174  -0.384  1.679
Br  -0.583  -1.417  1.859
C  -3.326  -0.624  2.417
C  -3.704  -1.524  3.438
C  -5.077  -1.483  3.796
C  -5.585  -2.329  4.754
C  -4.729  -3.223  5.390
C  -3.368  -3.269  5.074
C  -2.854  -2.438  4.111
H  -2.326  3.583  -3.853
H  -2.576  2.258  -5.747
H  -1.735  0.254  -6.916
H  -0.065  -1.214  -5.837
H  0.780  -0.657  -3.571
H  0.507  2.496  -2.025
H  -1.924  2.058  -1.438
H  -3.100  1.136  0.483
H  -4.128  0.041  2.105
H  -5.731  -0.778  3.297
H  -6.634  -2.297  5.012
H  -5.121  -3.890  6.146
H  -2.721  -3.962  5.593
H  -1.799  -2.480  3.896
C  4.952  2.615  2.226
C  4.737  1.102  2.390
C  5.755  0.304  1.561
C  4.785  0.689  3.869
C  3.392  0.790  1.872
N  2.345  0.554  1.465
H  5.943  2.854  2.612
H  4.219  3.188  2.791
H  4.912  2.912  1.179
H  6.748  0.538  1.946
H  5.722  0.582  0.508
H  5.598  -0.769  1.655
H  5.780  0.921  4.247
H  4.616  -0.380  3.991
H  4.057  1.239  4.464

The calculation puts the highest occupied orbital energy (spin up / spin down) at -0.4994 / -0.4989 hartree. The HOMO-LUMO gap (spin up / spin down) comes out at 0.2358 / 0.1731 Ha. The total energy comes out at -138368.55263 eV. Its spin multiplicity is 5. The LUMO energy (spin up / spin down) is -0.2636 / -0.3258 hartree. As for the net charge: +2.

Partial charges, Mulliken, in e:
1 Co 0.11
2 O -0.62
3 C 0.88
4 C -0.78
5 C -0.46
6 C -0.79
7 C -0.29
8 C -0.05
9 C 0.94
10 O -0.79
11 N 0.36
12 N -0.69
13 C -0.03
14 C 0.30
15 Br 0.06
16 C -0.35
17 C 1.40
18 C -0.38
19 C -0.73
20 C -0.30
21 C -0.90
22 C -0.32
23 H 0.34
24 H 0.33
25 H 0.41
26 H 0.41
27 H 0.41
28 H 0.30
29 H 0.28
30 H 0.40
31 H 0.19
32 H 0.36
33 H 0.42
34 H 0.41
35 H 0.42
36 H 0.21
37 C -1.56
38 C 1.79
39 C -1.57
40 C -1.55
41 C 0.35
42 N -0.52
43 H 0.41
44 H 0.40
45 H 0.39
46 H 0.41
47 H 0.40
48 H 0.40
49 H 0.40
50 H 0.40
51 H 0.39

***

4.
Entry from the Open Molecules 2025 dataset: C27H29N8PbSe as an isolated structure (wB97M-V/def2-TZVPD).

Element x y z (Å)
Pb  0.213  0.532  -0.679
C  -2.582  -4.882  -2.292
C  -3.145  -4.776  -1.015
C  -2.677  -3.823  -0.152
C  -1.604  -2.949  -0.558
C  -1.124  -3.025  -1.910
C  -1.576  -4.007  -2.742
N  -1.058  -2.036  0.229
C  -1.119  -2.121  1.583
C  -1.141  -3.358  2.271
C  -1.171  -3.388  3.652
C  -1.175  -2.196  4.365
C  -1.112  -0.956  3.716
C  -1.052  -0.920  2.345
N  -0.965  0.319  1.611
N  -1.354  1.310  2.236
C  -1.228  2.556  1.539
C  -1.694  3.672  2.198
C  -1.610  4.901  1.542
C  -1.072  4.941  0.269
C  -0.629  3.759  -0.314
N  -0.702  2.580  0.307
H  -2.963  -5.635  -2.972
H  -3.969  -5.418  -0.736
H  -3.170  -3.648  0.794
H  -0.340  -2.349  -2.226
H  -1.181  -4.115  -3.742
H  -1.020  -4.272  1.706
H  -1.156  -4.334  4.177
H  -1.192  -2.219  5.447
H  -1.102  -0.044  4.295
H  -2.115  3.575  3.188
H  -1.966  5.801  2.024
H  -0.989  5.867  -0.283
H  -0.211  3.766  -1.314
C  4.075  -0.566  2.248
C  3.616  0.887  2.301
C  4.743  1.839  1.923
C  3.084  1.216  3.693
N  2.423  1.038  1.401
N  2.699  0.893  -0.015
H  4.829  -0.740  3.015
H  4.550  -0.826  1.298
H  3.242  -1.245  2.433
H  5.557  1.764  2.643
H  4.407  2.880  1.924
H  5.184  1.614  0.949
H  3.876  1.117  4.433
H  2.270  0.542  3.967
H  2.720  2.245  3.744
H  2.120  2.007  1.499
H  3.142  -0.019  -0.127
H  3.386  1.560  -0.372
Se  -3.324  1.012  -2.534
N  -1.533  0.801  -2.595
C  -1.172  0.792  -3.872
C  0.161  0.656  -4.374
C  0.352  0.668  -5.716
C  -0.734  0.810  -6.652
C  -2.008  0.941  -6.227
C  -2.265  0.935  -4.813
N  -3.467  1.059  -4.297
H  1.011  0.562  -3.707
H  1.354  0.576  -6.114
H  -0.505  0.814  -7.708
H  -2.843  1.056  -6.903

The calculation puts the highest occupied orbital energy (spin up / spin down) at -0.6004 / -0.6004 hartree. The HOMO-LUMO gap (spin up / spin down) comes out at 0.1753 / 0.1753 Ha. The total energy comes out at -110956.26153 eV. The calculation puts the relative energy (zero: lowest compared OMol25 entry of this formula, charge and spin) at 0.000 eV. The LUMO energy (spin up / spin down) is -0.4252 / -0.4252 hartree. As for the net charge: +3.

Partial charges, Mulliken, in e:
1 Pb 1.48
2 C -0.24
3 C -0.97
4 C 0.01
5 C 0.44
6 C -0.11
7 C -0.90
8 N 0.01
9 C 0.49
10 C -0.30
11 C -0.92
12 C -0.67
13 C -0.30
14 C -0.20
15 N 0.88
16 N -0.65
17 C 0.12
18 C -0.41
19 C -0.44
20 C -0.75
21 C -0.27
22 N 0.00
23 H 0.44
24 H 0.45
25 H 0.65
26 H 0.35
27 H 0.47
28 H 0.68
29 H 0.46
30 H 0.44
31 H 0.57
32 H 0.56
33 H 0.45
34 H 0.46
35 H 0.50
36 C -1.75
37 C 1.16
38 C -1.68
39 C -1.60
40 N 0.20
41 N -0.67
42 H 0.46
43 H 0.41
44 H 0.34
45 H 0.44
46 H 0.38
47 H 0.43
48 H 0.45
49 H 0.31
50 H 0.41
51 H 0.31
52 H 0.30
53 H 0.25
54 Se 0.24
55 N -0.44
56 C 1.42
57 C -0.52
58 C -0.80
59 C -0.65
60 C -0.65
61 C 0.46
62 N -0.67
63 H 0.33
64 H 0.43
65 H 0.42
66 H 0.49

***

5.
Entry from the Open Molecules 2025 dataset: C26H19FeN3O3S4 as an isolated structure (wB97M-V/def2-TZVPD).

Element x y z (Å)
Fe  0.098  -0.211  0.362
C  -2.297  1.337  4.036
O  -1.944  -0.053  4.274
C  -1.326  -0.465  3.178
N  -1.248  0.332  2.187
C  -2.002  1.545  2.529
C  -1.318  2.847  2.190
C  0.033  2.919  1.881
C  0.607  4.126  1.508
C  -0.167  5.275  1.457
C  -1.512  5.216  1.796
C  -2.085  4.009  2.159
C  -0.819  -1.837  3.053
C  -1.061  -2.869  3.948
C  -0.601  -4.135  3.614
C  0.078  -4.326  2.418
C  0.280  -3.220  1.604
N  -0.159  -2.012  1.918
C  1.009  -3.230  0.330
N  1.200  -2.148  -0.317
C  2.035  -2.462  -1.484
C  2.168  -4.007  -1.399
O  1.518  -4.354  -0.148
C  1.492  -1.978  -2.808
C  0.148  -1.699  -3.000
C  -0.302  -1.231  -4.227
C  0.590  -1.055  -5.274
C  1.932  -1.361  -5.094
C  2.381  -1.820  -3.868
H  -1.667  1.963  4.668
H  -3.341  1.480  4.297
H  -2.927  1.502  1.944
H  0.653  2.036  1.962
H  1.661  4.173  1.265
H  0.275  6.218  1.166
H  -2.118  6.112  1.766
H  -3.140  3.962  2.407
H  -1.597  -2.675  4.866
H  -0.771  -4.971  4.278
H  0.447  -5.294  2.113
H  2.999  -1.972  -1.324
H  3.198  -4.352  -1.361
H  1.645  -4.511  -2.211
H  -0.555  -1.859  -2.194
H  -1.353  -1.011  -4.369
H  0.240  -0.691  -6.231
H  2.631  -1.232  -5.911
H  3.433  -2.046  -3.723
O  0.227  4.510  -4.626
C  0.217  3.685  -3.771
S  1.678  3.130  -2.908
C  0.880  1.995  -1.859
C  -0.511  1.874  -1.999
S  -1.508  0.856  -1.083
S  -1.261  2.844  -3.230
S  1.838  1.140  -0.756

The calculation puts the highest occupied orbital energy (spin up / spin down) at -0.3756 / -0.4173 hartree. The HOMO-LUMO gap (spin up / spin down) comes out at 0.2384 / 0.2458 Ha. The total energy comes out at -115607.71846 eV. The calculation puts the relative energy (zero: lowest compared OMol25 entry of this formula, charge and spin) at 0.303 eV. Its spin multiplicity is 6. The LUMO energy (spin up / spin down) is -0.1372 / -0.1714 hartree. As for the net charge: +1.

Partial charges, Mulliken, in e:
1 Fe 1.05
2 C -0.44
3 O -0.43
4 C 0.37
5 N 0.07
6 C -0.24
7 C -0.01
8 C -0.01
9 C -0.85
10 C -0.54
11 C -0.63
12 C -0.50
13 C 0.11
14 C -0.64
15 C -0.46
16 C -0.56
17 C 0.20
18 N -0.33
19 C 0.28
20 N 0.05
21 C -0.30
22 C -0.43
23 O -0.44
24 C 0.09
25 C -0.03
26 C -0.85
27 C -0.53
28 C -0.65
29 C -0.49
30 H 0.37
31 H 0.33
32 H 0.48
33 H 0.60
34 H 0.44
35 H 0.43
36 H 0.40
37 H 0.43
38 H 0.54
39 H 0.46
40 H 0.55
41 H 0.58
42 H 0.30
43 H 0.38
44 H 0.50
45 H 0.44
46 H 0.44
47 H 0.42
48 H 0.44
49 O -0.48
50 C 0.58
51 S -0.10
52 C 0.34
53 C 0.22
54 S -0.40
55 S -0.09
56 S -0.44